Below is a structure of composition C30H80FeLiO38P2S10 at a distorted geometry, with properties calculated with ωB97M-V with the def2-TZVPD basis set.

Total energy, eV: -271734.67733
Charge: -2
HOMO energy (spin up / spin down), eV: -2.931 / -3.316
Orbital gap (spin up / spin down), eV: 5.66 / 6.05
2S+1: 6

```
162
C30H80FeLiO38P2S10 ωB97M-V with the def2-TZVPD basis set
Fe -0.420 -0.186 -0.454
S 3.839 1.078 -4.685
S 0.502 -5.406 1.118
S -1.051 -3.639 -5.693
S -7.440 -0.040 0.476
S -1.546 2.817 3.567
S 5.624 -2.872 -1.335
S 2.266 -0.749 4.693
S -3.471 -2.857 3.337
S -2.165 4.248 -0.310
S 2.889 4.716 -1.298
P -2.318 -1.241 -1.225
P 1.355 0.845 0.620
O 2.207 0.649 4.271
O -3.186 -4.299 4.118
O 2.433 6.296 -1.600
O 5.009 1.628 -5.424
O 5.989 -1.422 -0.639
O 3.323 -1.536 3.676
O 4.462 -3.526 -0.758
O -4.902 -2.810 2.942
O 1.744 4.008 -0.645
O 3.303 -0.206 -5.103
O -0.125 2.999 3.196
O -8.103 0.056 -0.802
O 2.248 1.950 1.371
O -2.137 5.607 -1.270
O 0.039 1.536 0.145
O -2.305 -0.261 -0.006
O -8.130 -0.646 1.624
O 2.519 -1.097 6.069
O 0.413 -5.069 2.549
O 2.596 2.219 -4.603
O -3.355 4.227 0.483
O -6.929 1.519 0.853
O -3.517 -2.060 -1.728
O -1.189 -4.950 -6.286
O -0.045 -3.755 -4.371
O 3.519 4.210 -2.512
O -0.867 3.997 0.285
O 1.423 0.194 -0.725
O 0.431 -0.174 1.237
O -1.418 -0.286 -2.065
O -1.049 -5.469 0.414
O 5.668 -2.706 -2.797
O -2.491 3.900 3.557
O 1.276 -6.614 0.678
O -2.896 -1.739 4.104
O -0.610 -2.481 -6.492
O -1.635 1.821 4.934
O -1.018 -1.960 -0.672
C 1.159 -3.928 0.271
C -1.062 5.839 -2.217
C -1.090 -5.936 -0.976
C -6.287 2.210 -0.255
C -6.386 3.661 0.146
C 1.721 -2.319 -3.426
C 0.220 -2.634 -3.599
C 5.491 0.568 0.665
C -5.741 -0.703 0.191
C -1.900 -4.542 4.647
C -2.260 1.495 2.392
C -2.644 -3.103 -4.801
C 3.669 -2.873 3.865
C 0.757 -1.529 4.166
C 4.800 -3.023 4.959
C 4.377 0.949 -2.940
C 4.981 -0.762 0.143
C -2.917 0.507 6.543
C 1.533 1.917 -3.782
C 4.225 5.089 -0.095
C 3.062 6.950 -2.669
C 0.409 1.574 -4.790
C -2.243 -5.109 -1.629
C -2.943 1.522 5.325
C -1.978 -4.675 6.185
C 7.161 -3.765 -0.835
C -1.780 6.418 -3.462
C -2.451 -3.096 1.833
C -2.587 3.038 -1.736
C 2.279 8.277 -3.021
Li 0.790 3.198 0.762
H 1.256 -4.105 -0.800
H -0.991 -4.985 6.530
H -2.848 -3.947 1.279
H -5.782 -1.741 0.522
H 3.986 -3.246 2.891
H -0.042 -0.855 4.473
H 2.231 8.908 -2.133
H -3.128 -5.265 -1.012
H 4.933 0.962 1.515
H 3.619 0.632 -2.224
H 0.097 2.436 -5.380
H 4.141 -0.514 -0.505
H 4.647 4.137 0.228
H -0.318 -1.758 -3.960
H -0.255 -5.715 -1.641
H 3.777 5.668 0.713
H 4.808 1.898 -2.620
H -5.233 1.945 -0.176
H 5.183 -4.042 5.020
H 7.242 -3.799 0.251
H -3.347 1.508 2.470
H 5.436 1.264 -0.172
H -2.855 -2.285 1.227
H 5.095 0.129 -2.952
H -1.061 6.928 -4.103
H 2.818 8.768 -3.831
H -1.964 1.817 1.394
H -1.366 -2.985 1.854
H -3.560 2.387 5.566
H -2.749 -3.607 -3.841
H 0.808 0.848 -5.499
H 2.799 -3.435 4.203
H -6.043 3.927 1.146
H -5.000 -0.193 0.807
H 4.503 -2.718 5.963
H 6.473 0.432 1.119
H -2.637 -5.517 6.399
H -2.231 5.568 -3.974
H 4.913 5.674 -0.705
H 8.116 -3.307 -1.094
H -3.424 -3.327 -5.529
H -7.417 3.997 0.259
H -0.348 -2.972 -2.733
H 7.297 -4.749 -1.284
H -1.830 0.514 2.596
H 3.114 6.408 -3.614
H 4.567 -1.345 0.965
H -3.927 0.259 6.870
H -2.132 -3.754 6.748
H -2.331 7.327 -3.218
H 5.657 -2.366 4.815
H 4.061 7.150 -2.281
H 2.159 -3.767 0.673
H -6.675 2.143 -1.271
H -1.383 -6.978 -1.103
H 0.832 -1.591 3.080
H -0.456 1.153 -4.277
H -1.694 2.792 -2.311
H 0.461 -3.097 0.374
H -2.040 -4.041 -1.711
H -3.459 0.999 4.519
H 1.860 -1.456 -2.774
H -2.380 -0.376 6.198
H -2.976 2.136 -1.265
H 1.645 1.152 -3.014
H -2.640 -2.046 -4.533
H -1.265 -3.721 4.314
H 1.269 8.161 -3.415
H -2.456 -5.436 -2.646
H -1.432 -5.473 4.328
H -5.356 -0.624 -0.825
H -0.341 6.562 -1.837
H -2.417 0.894 7.431
H 2.330 -3.130 -3.027
H -0.548 4.912 -2.470
H -3.343 3.563 -2.320
H -5.832 4.277 -0.562
H 1.348 2.813 -3.191
H 2.186 -2.033 -4.369
H 0.719 -2.423 4.789
```

Löwdin atomic charge list, values in e, 2 entries: atom 1 (Fe): 0.8976, atom 2 (S): 0.7202